# 1
This record from the Open Molecules 2025 dataset describes 2 unconnected molecules or ions with the total composition C2H6NO2P at a distorted geometry. The level of theory is ωB97M-V with the def2-TZVPD basis set.

The geometry in XYZ format:
```
12
Properties=species:S:1:pos:R:3
C -0.73929 0.92708 0.47822
C -1.02891 -0.44363 -0.03123
N -0.58663 -1.52115 0.56976
O 0.50966 0.97851 0.95110
O -1.51604 1.86802 0.59791
P 1.45457 0.77775 -1.94168
H -2.01133 -0.46552 -0.54043
H 0.77200 1.80950 1.48599
H 0.05729 -1.32238 1.30470
H -0.54253 -2.37039 0.06384
H 1.24866 -0.59155 -2.11478
H 2.38255 0.35377 -0.82339
```

charge = 0
energy above the lowest of the compared OMol25 structures with the same formula, charge and spin = 357.7 kJ/mol
HOMO-LUMO gap (alpha / beta) = 0.24127 / 0.31359 Ha
strongest force on any atom = 4.8 eV/Å
DFT total energy = -17042.0601 eV

# 2
This record from the Open Molecules 2025 dataset describes 2 unconnected molecules or ions with the total composition C2H6NO2P at a distorted geometry. The level of theory is ωB97M-V with the def2-TZVPD basis set.

The geometry in XYZ format:
```
12
Properties=species:S:1:pos:R:3
C -1.02147 0.47200 -0.77197
C 0.64426 -1.51571 0.58366
N -1.38630 0.96470 0.34135
O 1.70036 -0.74956 0.97779
O -0.45785 -1.65018 1.41102
P -0.25203 -1.04296 -1.24895
H -1.05101 1.14137 -1.65818
H 0.93661 -2.57445 0.53429
H -1.83990 1.86837 0.33146
H 1.76734 0.17704 1.03650
H -0.83876 -0.76490 1.59580
H 1.57135 0.22892 -2.09966
```

charge = 0
energy above the lowest of the compared OMol25 structures with the same formula, charge and spin = 534.8 kJ/mol
HOMO-LUMO gap (alpha / beta) = 0.28876 / 0.29431 Ha
strongest force on any atom = 3.6 eV/Å
DFT total energy = -17040.2249 eV

# 3
This record from the Open Molecules 2025 dataset describes a molecular structure, C2H6NO2P at a distorted geometry. The level of theory is ωB97M-V with the def2-TZVPD basis set.

The geometry in XYZ format:
```
12
Properties=species:S:1:pos:R:3
C 1.47043 0.26981 -0.20561
C -0.02436 -0.43875 -0.14753
N -0.54156 -1.37856 -1.04046
O -1.81527 -1.50118 -0.48454
O -0.09298 -1.81830 -1.96981
P -1.47758 -0.04431 0.65446
H 1.46562 0.76226 -1.19968
H 1.38022 1.10291 0.61419
H 2.40403 -0.34762 -0.04390
H -0.65453 0.85315 1.75573
H -2.52503 0.57030 -0.21882
H -2.35614 -0.87912 1.55163
```

charge = 0
energy above the lowest of the compared OMol25 structures with the same formula, charge and spin = 697.4 kJ/mol
HOMO-LUMO gap = 0.34293 Ha
strongest force on any atom = 10.6 eV/Å
DFT total energy = -17038.5389 eV

# 4
This record from the Open Molecules 2025 dataset describes a molecular structure, C2H6NO2S at a distorted geometry. The level of theory is ωB97M-V with the def2-TZVPD basis set.

The geometry in XYZ format:
```
12
Properties=species:S:1:pos:R:3
C 1.33946 0.64134 0.42479
C -1.20022 -1.45280 -0.35691
N 0.07999 0.82252 0.89131
O -2.39612 0.78443 0.03156
O 1.72032 1.34538 -0.81090
S -0.94565 0.47048 -0.37409
H 1.35191 2.23301 -0.63571
H 1.67735 -0.37123 0.16936
H 2.05115 0.98174 1.29760
H -0.20025 -1.97170 -0.03153
H -1.73850 -1.46713 0.56710
H -1.73943 -2.01603 -1.17258
```

charge = -1
energy above the lowest of the compared OMol25 structures with the same formula, charge and spin = 379.3 kJ/mol
HOMO-LUMO gap = 0.26834 Ha
strongest force on any atom = 4.0 eV/Å
DFT total energy = -18590.3060 eV

# 5
This record from the Open Molecules 2025 dataset describes 3 unconnected molecules or ions with the total composition C2H6NO3 at a distorted geometry. The level of theory is ωB97M-V with the def2-TZVPD basis set.

The geometry in XYZ format:
```
12
Properties=species:S:1:pos:R:3
O 0.47886 0.07659 -0.20026
C 0.86244 -0.22667 -1.35541
N 2.04477 -0.55422 -1.82470
C -2.52588 -1.38059 1.25928
O -2.71091 -2.12489 2.18847
H 0.13208 -0.44822 -2.17399
H 2.86105 -0.29095 -1.28561
H -1.50034 -1.03424 1.05927
H -3.33015 -1.26869 0.51481
H 1.11924 2.37724 -0.12515
H 1.23026 2.03446 1.24032
O 1.33858 2.84019 0.70297
```

charge = -1
energy above the lowest of the compared OMol25 structures with the same formula, charge and spin = 220.3 kJ/mol
HOMO-LUMO gap = 0.27443 Ha
strongest force on any atom = 2.2 eV/Å
DFT total energy = -9803.9173 eV

# 6
This record from the Open Molecules 2025 dataset describes 2 unconnected molecules or ions with the total composition C2H6NO3 at a distorted geometry. The level of theory is ωB97M-V with the def2-TZVPD basis set.

The geometry in XYZ format:
```
12
Properties=species:S:1:pos:R:3
C -0.71964 0.42018 -1.81752
N -1.82270 0.84072 -0.92170
C -1.48306 1.03404 0.47285
O -2.47365 1.08604 1.23252
O -0.25323 1.15707 0.66591
H 0.24791 0.67131 -1.45323
H -0.74502 1.03432 -2.74793
H -0.88904 -0.63083 -2.06981
H -2.74354 0.56180 -1.31699
H 3.90683 -2.20254 3.39280
H 3.06234 -1.80886 2.14219
O 3.91280 -2.16325 2.42092
```

charge = -1
energy above the lowest of the compared OMol25 structures with the same formula, charge and spin = 94.1 kJ/mol
HOMO-LUMO gap = 0.26502 Ha
strongest force on any atom = 2.4 eV/Å
DFT total energy = -9805.2256 eV

# 7
This record from the Open Molecules 2025 dataset describes 2 unconnected molecules or ions with the total composition C2H6NO3 at a distorted geometry. The level of theory is ωB97M-V with the def2-TZVPD basis set.

The geometry in XYZ format:
```
12
Properties=species:S:1:pos:R:3
O -0.93648 -0.20889 -2.07703
C -0.21748 -0.36730 -1.05518
O 0.14815 -1.47181 -0.60027
C 0.02212 0.76554 -0.11128
N -1.00106 1.81934 -0.29610
H 1.00223 1.33164 -0.21203
H -0.11341 0.58220 0.94546
H -0.96892 1.92167 -1.32791
H -1.85247 1.34239 -0.04682
H 1.48897 -2.61227 1.73859
H 1.00276 -1.39206 1.11238
O 1.42558 -1.71044 1.93021
```

charge = -1
energy above the lowest of the compared OMol25 structures with the same formula, charge and spin = 69.7 kJ/mol
HOMO-LUMO gap = 0.31695 Ha
strongest force on any atom = 3.5 eV/Å
DFT total energy = -9805.4781 eV

# 8
This record from the Open Molecules 2025 dataset describes a gas-phase ion, C2H6NO3 (charge +1) at a distorted geometry. The level of theory is ωB97M-V with the def2-TZVPD basis set.

The geometry in XYZ format:
```
12
Properties=species:S:1:pos:R:3
N -1.36418 -0.31783 0.70893
C -0.09391 -0.58859 0.11507
O 0.18815 -1.85678 0.25461
C 0.53949 0.44756 -0.46409
O 1.81384 0.24568 -0.83746
O 0.13212 1.74233 -0.29195
H -2.07632 -0.69999 -0.07371
H -1.68152 -0.94562 1.47767
H -1.23771 0.66109 1.03918
H 1.14923 -1.97597 0.08950
H 2.28575 1.02663 -0.84776
H 0.34505 2.26150 -1.16999
```

charge = +1
energy above the lowest of the compared OMol25 structures with the same formula, charge and spin = 197.0 kJ/mol
HOMO-LUMO gap = 0.33829 Ha
strongest force on any atom = 3.4 eV/Å
SMILES string = [NH3+]C(O)=C(O)O
DFT total energy = -9795.0484 eV

# 9
This record from the Open Molecules 2025 dataset describes 2 unconnected molecules or ions with the total composition C2H6NO5S at a distorted geometry. The level of theory is ωB97M-V with the def2-TZVPD basis set.

The geometry in XYZ format:
```
15
Properties=species:S:1:pos:R:3
N 1.28393 -1.52232 -0.08674
C 0.17872 -0.51967 0.24311
S -1.44769 -1.43219 -0.17562
O -1.60543 -1.45584 -1.72025
O -2.68165 -0.80216 0.52204
H 1.47472 -2.21114 0.67432
H 2.18820 -1.06250 -0.33544
H 0.95162 -2.07248 -0.91766
H 0.35373 0.41672 -0.43721
H 0.09753 -0.26887 1.38955
H -1.26707 -2.74295 0.37051
C 0.10734 3.46159 0.09386
O -0.15747 4.49915 -0.49369
O 0.41175 3.37739 1.28924
O 0.11177 2.33526 -0.41602
```

charge = -1
HOMO-LUMO gap = 0.09225 Ha
strongest force on any atom = 6.6 eV/Å
DFT total energy = -24727.6955 eV

# 10
This record from the Open Molecules 2025 dataset describes 2 unconnected molecules or ions with the total composition C2H6NOS at a distorted geometry. The level of theory is ωB97M-V with the def2-TZVPD basis set.

The geometry in XYZ format:
```
11
Properties=species:S:1:pos:R:3
C 0.33756 -0.21900 -0.91731
C -0.61785 -0.38222 0.13788
N -0.33676 0.62084 1.36593
O 2.22110 -0.77920 -2.59507
S 1.28076 -1.40495 -1.66450
H 0.25367 1.38231 -1.49783
H -0.69469 -1.30650 0.58799
H -1.64792 -0.09256 -0.04929
H 0.17543 0.05069 2.06461
H -1.25428 0.91376 1.63734
H 0.28296 1.21683 0.93024
```

charge = +1
energy above the lowest of the compared OMol25 structures with the same formula, charge and spin = 330.6 kJ/mol
HOMO-LUMO gap = 0.32089 Ha
strongest force on any atom = 4.7 eV/Å
DFT total energy = -16532.3638 eV

# 11
This record from the Open Molecules 2025 dataset describes 2 unconnected molecules or ions with the total composition C2H6NOS at a distorted geometry. The level of theory is ωB97M-V with the def2-TZVPD basis set.

The geometry in XYZ format:
```
11
Properties=species:S:1:pos:R:3
C 1.00575 -0.51511 -0.16927
C -1.36944 0.10795 0.33704
N 0.04424 0.36132 0.06983
O 0.36459 1.67997 -0.10396
S 2.66115 -0.36377 -0.01050
H -0.30411 -2.05370 -1.02077
H -1.40014 -0.69949 0.98799
H -1.76447 -0.28603 -0.63733
H -1.93313 1.07493 0.70296
H -0.32003 2.36935 0.09184
H 3.01559 -1.67543 -0.24783
```

charge = +1
energy above the lowest of the compared OMol25 structures with the same formula, charge and spin = 571.2 kJ/mol
HOMO-LUMO gap (alpha / beta) = 0.27951 / 0.31615 Ha
strongest force on any atom = 3.3 eV/Å
DFT total energy = -16529.8701 eV

# 12
This record from the Open Molecules 2025 dataset describes a gas-phase ion, C2H6NOS (charge +1) at a distorted geometry. The level of theory is ωB97M-V with the def2-TZVPD basis set.

The geometry in XYZ format:
```
11
Properties=species:S:1:pos:R:3
C 0.57041 0.24878 0.57402
C -0.82531 0.50989 0.15460
N -1.25810 -0.21679 -1.01135
O 2.73416 -0.97575 0.00091
S 1.38781 -0.31312 -0.66820
H 2.56522 -0.93244 0.96055
H -1.01349 1.46355 -0.17331
H -1.45625 0.34821 1.15462
H -1.54648 0.43075 -1.72448
H 0.85365 0.34411 1.56244
H -2.01162 -0.90719 -0.82978
```

charge = +1
energy above the lowest of the compared OMol25 structures with the same formula, charge and spin = 121.2 kJ/mol
HOMO-LUMO gap = 0.31307 Ha
strongest force on any atom = 4.2 eV/Å
DFT total energy = -16534.5341 eV